(1)
Entry from the OMol25 dataset: a structure of composition C21H38I2InN2O3S (ωB97M-V/def2-TZVPD).

Structure (XYZ):
```
68
Properties=species:S:1:pos:R:3:forces:R:3:lowdin_charge:R:1
In 0.65686 -0.89761 3.56673 0.13 -0.09 0.19 0.9743
C 0.52159 -4.15152 4.92448 0.03 -0.01 -0.02 -0.0755
O 0.30325 -2.75491 5.16523 0.02 0.01 0.01 -0.3915
C 0.20459 -2.44183 6.55654 -0.05 0.01 0.00 -0.1645
C -0.49291 -1.10808 6.65739 -0.05 0.01 0.00 -0.1347
O 0.13156 -0.12419 5.81711 -0.02 0.00 -0.06 -0.3048
C 1.11796 0.72700 6.42152 0.01 0.00 0.00 -0.1342
C 2.51202 0.19477 6.19628 -0.01 0.05 0.01 -0.1647
O 2.64599 -0.05119 4.79479 -0.01 0.01 0.01 -0.3899
C 4.01285 -0.12377 4.37229 0.02 -0.03 0.00 -0.0818
H -0.32000 -4.72791 5.30966 0.01 0.00 0.00 0.1073
H 0.59975 -4.29047 3.84948 0.00 0.00 -0.01 0.0681
H 1.44782 -4.48038 5.39798 0.01 0.00 0.00 0.0996
H -0.40146 -3.19689 7.06430 0.01 0.00 0.00 0.1481
H 1.20115 -2.44085 7.00574 0.01 0.01 0.00 0.1360
H -1.51461 -1.20749 6.29133 0.00 0.03 0.01 0.1442
H -0.52899 -0.75141 7.68717 0.03 -0.02 0.01 0.1467
H 1.01425 1.69793 5.93770 -0.01 0.00 0.00 0.1439
H 0.90763 0.84695 7.48484 0.02 -0.01 0.00 0.1467
H 3.23630 0.95045 6.51202 0.00 -0.01 0.00 0.1477
H 2.71081 -0.72611 6.75065 0.00 -0.01 0.01 0.1359
H 4.50843 0.82970 4.55815 0.00 0.00 0.00 0.1070
H 4.53503 -0.92478 4.89874 -0.01 0.01 -0.01 0.0980
H 4.01497 -0.33758 3.30666 0.00 0.00 -0.01 0.0590
C 2.98120 0.13877 -0.65337 -0.02 0.00 0.02 -0.0182
C 1.69190 -0.27694 -1.31412 -0.08 0.00 -0.21 -0.1511
C 1.35573 -1.65924 -1.38405 -0.03 0.01 0.05 -0.0724
C 2.41128 -2.65444 -1.05619 0.08 -0.04 0.02 -0.0063
C 0.05934 -2.12849 -1.74335 0.01 0.01 -0.08 -0.1484
C -0.24789 -3.59187 -1.56197 0.01 0.00 0.01 -0.0089
C -0.82725 -1.23944 -2.29495 -0.01 -0.07 0.03 -0.1164
C -2.21255 -1.62845 -2.71229 0.00 0.00 0.00 -0.0147
C -0.36311 0.11952 -2.56696 0.09 -0.05 -0.20 -0.1621
C -0.96667 0.82882 -3.54195 -0.10 0.09 0.23 0.2017
C 0.87396 0.61147 -1.96437 0.13 0.05 0.02 -0.1185
C 1.24604 2.05144 -2.14133 -0.02 0.01 0.03 -0.0071
H 2.88385 1.11468 -0.18424 0.00 0.00 0.00 0.0866
H 3.80528 0.19173 -1.36805 0.01 0.00 0.00 0.1154
H 3.26712 -0.56501 0.12573 0.00 0.00 0.00 0.0736
H 2.44176 -2.85243 0.02246 -0.07 0.01 -0.01 0.0505
H 3.39697 -2.28069 -1.32597 0.01 -0.01 0.00 0.1058
H 2.24248 -3.60635 -1.55078 0.00 0.00 0.02 0.0969
H -1.30451 -3.81117 -1.66214 0.00 0.01 0.01 0.0762
H 0.07201 -3.94066 -0.58021 0.01 -0.01 -0.01 0.0967
H 0.27311 -4.19421 -2.30854 -0.01 0.00 -0.01 0.1083
H -2.22309 -1.97316 -3.75003 0.00 -0.02 0.00 0.1190
H -2.90607 -0.79604 -2.61765 0.00 0.00 -0.02 0.0897
H -2.59874 -2.44105 -2.10593 0.00 0.01 0.01 0.0848
H -3.51750 3.19973 -4.22761 -0.14 -0.01 -0.22 -0.1244
H -1.84409 0.46110 -4.05656 0.05 -0.11 0.02 0.0873
H -0.59998 1.79276 -3.86671 0.10 -0.04 0.03 0.0864
H 2.20583 2.28301 -1.69515 -0.01 0.00 0.01 0.0795
H 0.49469 2.70621 -1.69663 -0.01 0.00 -0.01 0.1093
H 1.32509 2.30564 -3.19922 0.01 0.00 0.00 0.0997
S -4.07897 4.41156 -4.10512 0.04 0.14 0.10 0.9473
C -4.34921 4.69603 -5.80463 -0.07 0.04 0.02 -0.6869
N -4.69326 3.81001 -6.71849 0.08 -0.01 -0.02 0.0674
C -5.00545 4.46145 -8.00930 -0.01 0.00 0.01 -0.0684
C -4.67145 5.94340 -7.72492 0.02 0.00 0.00 -0.0658
N -4.30765 5.91374 -6.29557 -0.06 -0.01 -0.01 0.0671
H -4.95630 2.86379 -6.49907 -0.02 0.01 0.01 0.1609
H -6.05695 4.31341 -8.24547 0.00 0.00 -0.01 0.1349
H -4.39565 4.04069 -8.80404 0.00 0.00 0.00 0.1308
H -5.51793 6.60606 -7.88534 0.00 -0.01 0.00 0.1352
H -3.82411 6.29547 -8.30899 -0.01 0.01 0.00 0.1344
H -4.00042 6.71949 -5.77304 0.02 -0.01 0.00 0.1661
I 3.78631 -3.66000 2.68613 -0.07 0.04 -0.02 0.0712
I 5.62998 -5.09013 3.94321 0.00 0.00 0.02 0.1660
```
Positions in Å, forces in eV/Å.

- Charge: +3
- Spin multiplicity: 1
- HOMO energy: -14.917 eV

***

(2)
Entry from the OMol25 dataset: a structure of composition C21H38InN4O2SSe2 (ωB97M-V/def2-TZVPD).

Structure (XYZ):
```
69
Properties=species:S:1:pos:R:3:forces:R:3:lowdin_charge:R:1
In 1.09207 -0.41110 -0.09720 0.02 0.02 -0.03 0.7484
C 4.12070 -0.10173 3.14955 0.00 0.00 0.00 -0.0506
C 3.42417 -1.25477 2.47863 0.01 0.00 0.00 -0.3120
C 4.00908 -1.89156 1.38324 0.01 0.00 0.00 -0.0779
C 3.41934 -3.00460 0.80386 -0.04 -0.02 0.04 -0.1082
C 2.22278 -3.50173 1.30822 0.01 0.01 -0.01 -0.1201
C 1.62261 -2.87017 2.38801 0.00 -0.01 0.01 -0.1505
C 2.21724 -1.75158 2.96350 0.00 0.00 0.00 -0.0867
H 3.47008 0.39361 3.86988 0.00 0.00 0.00 0.0765
H 4.46463 0.63687 2.42280 0.00 0.00 0.00 0.0792
H 5.00133 -0.45212 3.69040 0.00 0.00 0.00 0.0925
H 4.95235 -1.52228 0.99677 0.00 0.00 0.00 0.1203
H 3.90374 -3.49622 -0.02987 -0.01 0.00 -0.01 0.1098
H 1.76904 -4.38377 0.87478 0.00 0.00 -0.01 0.1091
H 0.70233 -3.26342 2.80388 0.00 0.00 0.00 0.0908
H 1.75202 -1.27945 3.82194 0.00 0.00 0.00 0.1175
O -3.25834 -0.40010 -1.90738 -0.01 -0.01 -0.01 -0.0750
C -3.01720 0.05313 -0.58528 0.02 0.03 0.03 -0.2594
C -3.73877 -0.83983 0.42181 -0.01 0.03 0.00 -0.5826
C -5.26093 -0.60959 0.33024 0.00 0.01 0.01 -0.2070
O -5.81821 -1.09355 -0.86903 -0.01 0.01 0.01 -0.0288
C -3.27106 -0.46584 1.82726 0.01 0.02 -0.03 -0.4352
Se -1.40962 -1.03402 2.13482 -0.03 -0.01 0.00 0.6045
C -3.47063 -2.32147 0.19436 0.01 -0.04 -0.01 -0.4406
Se -1.58860 -2.74742 0.51716 0.01 0.00 0.00 0.6300
H -2.63904 0.06622 -2.48800 0.01 -0.02 0.01 0.0391
H -3.38440 1.07997 -0.45641 0.01 0.00 0.01 0.1403
H -1.94225 0.06058 -0.38386 0.00 -0.02 0.00 0.0281
H -5.46407 0.46082 0.46642 0.00 -0.01 0.00 0.1356
H -5.75984 -1.14721 1.13923 0.00 0.00 -0.01 0.1353
H -5.33237 -0.71157 -1.61143 0.01 0.00 0.00 0.0818
H -3.88352 -0.95112 2.58437 0.00 0.00 0.00 0.0811
H -3.29797 0.61288 1.99048 0.00 0.00 0.00 0.0837
H -3.68623 -2.60641 -0.83240 0.01 -0.01 0.00 0.0812
H -4.07487 -2.92621 0.86771 0.00 0.00 0.00 0.0884
C -0.51166 2.60815 0.47463 0.00 0.02 0.00 -0.1569
C -0.47248 4.06547 1.00620 0.00 0.00 0.00 -0.1358
N 0.88695 4.42016 1.40430 0.00 0.01 0.01 -0.1557
C 1.31638 3.54043 2.48706 0.00 0.00 0.00 -0.1362
C 1.22944 2.06031 2.03468 0.01 -0.01 -0.01 -0.1668
N 0.82515 1.99765 0.61456 -0.03 0.00 -0.03 -0.2930
C 1.79378 2.77068 -0.19261 0.00 0.01 0.00 -0.1708
C 1.78394 4.25281 0.26448 0.00 0.00 0.00 -0.1375
H -0.79210 2.57019 -0.57938 0.00 -0.01 -0.01 0.0964
H -1.21929 1.98962 1.03103 0.00 0.00 0.00 0.0935
H -1.12498 4.18676 1.87200 0.00 0.00 0.00 0.1220
H -0.80556 4.76845 0.24205 0.00 0.00 0.00 0.1224
H 0.68283 3.72195 3.35598 0.00 0.00 0.00 0.1223
H 2.33735 3.80793 2.76257 0.00 0.00 0.00 0.1231
H 0.49349 1.49850 2.61364 0.00 -0.01 0.00 0.0996
H 2.18896 1.54907 2.13529 0.00 0.00 0.00 0.0895
H 1.51733 2.66613 -1.24335 0.01 0.00 0.00 0.0887
H 2.77920 2.31516 -0.05951 0.00 0.00 0.00 0.1155
H 1.44399 4.90644 -0.53936 0.00 0.00 0.00 0.1231
H 2.78224 4.58026 0.55615 0.00 0.00 0.00 0.1219
C -0.28869 -3.35936 -3.44673 0.01 -0.01 0.00 -0.0498
N -0.40997 -2.03162 -2.87743 0.02 0.03 -0.01 -0.0501
C 0.09923 -0.91882 -3.41012 -0.03 -0.01 -0.03 -0.8014
S -0.11092 0.58427 -2.61075 0.00 -0.01 0.03 0.6118
N 0.77060 -1.02787 -4.55664 0.00 0.00 0.00 -0.0219
C 1.36360 0.07825 -5.29550 -0.02 0.00 0.00 -0.0716
H -0.75873 -4.06415 -2.76660 0.00 0.00 0.00 0.0914
H 0.75877 -3.64741 -3.56051 0.00 0.00 0.00 0.0977
H -0.79495 -3.43152 -4.41247 0.00 0.00 0.00 0.0990
H -0.94373 -1.92022 -2.02620 -0.01 0.02 0.02 0.0268
H 0.77859 -1.92774 -5.00989 0.02 0.00 0.01 0.1264
H 1.64697 0.86191 -4.60078 0.02 0.00 0.00 0.0509
H 0.66003 0.48586 -6.02138 0.00 0.01 0.01 0.0947
H 2.24867 -0.28293 -5.81388 -0.01 -0.01 0.00 0.0924
```
Positions in Å, forces in eV/Å.

- Charge: +1
- Spin multiplicity: 1
- HOMO energy: -10.629 eV

***

(3)
Entry from the OMol25 dataset: a structure of composition C21H38N3O2P2SSn (ωB97M-V/def2-TZVPD).

Structure (XYZ):
```
68
Properties=species:S:1:pos:R:3:forces:R:3:lowdin_charge:R:1
Sn -0.22633 0.22404 -0.23960 0.55 0.25 0.72 1.3409
C 2.95751 -2.81841 1.03999 0.00 0.04 0.03 -0.2168
P 1.40578 -2.40976 0.15431 0.00 -0.02 -0.01 0.8663
C 0.42462 -3.91284 0.45197 0.01 -0.05 0.06 -0.2250
C 1.86424 -2.49439 -1.59693 0.11 -0.04 -0.10 -0.3879
C 1.96015 -3.70328 -2.28087 0.00 -0.02 0.01 -0.0489
C 2.37529 -3.74521 -3.60365 -0.01 0.00 -0.03 -0.0095
C 2.70761 -2.57326 -4.26848 -0.02 0.00 0.02 -0.0182
C 2.60919 -1.35724 -3.61263 -0.07 0.02 0.00 -0.0603
C 2.18067 -1.30898 -2.28184 -0.02 -0.01 -0.11 -0.3893
P 2.14032 0.29380 -1.46346 -0.29 0.23 -0.42 0.8628
C 3.76551 0.56505 -0.71367 -0.01 -0.05 0.19 -0.1930
C 2.10196 1.56261 -2.75452 0.06 0.03 -0.02 -0.2257
H 3.46882 -3.63423 0.52801 -0.01 -0.01 0.01 0.0703
H 2.71339 -3.14857 2.05150 -0.01 0.02 0.00 0.0652
H 3.64012 -1.97284 1.11454 -0.01 -0.02 -0.01 0.0305
H 1.06535 -4.79494 0.42876 0.00 0.00 -0.01 0.0685
H -0.35949 -4.02980 -0.29341 -0.01 0.03 -0.01 0.0416
H -0.03681 -3.85436 1.43788 -0.02 0.01 0.00 0.0638
H 1.72535 -4.63286 -1.77944 -0.01 0.00 0.01 0.1154
H 2.44651 -4.69595 -4.11494 0.01 -0.01 0.01 0.1327
H 3.04116 -2.60457 -5.29666 0.01 0.00 0.00 0.1314
H 2.86846 -0.45583 -4.15087 0.01 0.00 -0.01 0.1080
H 4.46887 0.41802 -1.53740 0.02 -0.01 0.02 0.0881
H 3.99686 -0.15248 0.06839 0.03 -0.03 -0.06 0.0380
H 3.86711 1.57802 -0.32892 0.01 0.02 -0.03 0.0706
H 3.07396 1.60525 -3.24750 0.01 -0.01 0.00 0.0796
H 1.91567 2.53693 -2.30344 0.06 0.01 0.01 0.0598
H 1.33202 1.35075 -3.49205 0.02 -0.01 -0.05 0.0498
C 1.99388 1.27406 1.82490 0.07 -0.05 0.10 -0.0789
N 0.61486 0.76204 1.92392 -0.12 -0.12 -0.31 -0.3393
C 0.61365 -0.44169 2.80641 -0.10 0.11 0.14 -0.0451
C -0.22435 1.82259 2.53031 0.08 0.04 0.14 -0.1617
C -1.67774 1.52529 2.32119 -0.21 -0.04 0.13 -0.1614
N -1.99078 1.53978 0.88423 0.12 -0.15 -0.61 -0.3135
C -3.30958 0.89236 0.65639 -0.07 0.15 -0.03 -0.0395
C -2.09913 2.93757 0.39760 -0.01 0.03 0.14 -0.0543
H 2.33223 1.61511 2.80595 0.00 -0.01 0.00 0.1304
H 2.03759 2.11377 1.13133 0.00 0.01 0.01 0.0948
H 2.64430 0.47377 1.49473 0.04 -0.02 0.02 0.0569
H 0.90964 -0.13802 3.81286 0.00 0.01 0.00 0.1251
H 1.32523 -1.16509 2.43055 0.04 0.01 0.02 0.0400
H -0.37314 -0.89716 2.84108 0.00 -0.02 -0.03 0.0950
H 0.06075 2.77801 2.08877 -0.04 0.00 -0.03 0.1293
H -0.01035 1.89262 3.59952 0.07 -0.05 -0.02 0.1560
H -2.28734 2.25778 2.85750 -0.04 0.01 -0.08 0.1576
H -1.93941 0.54373 2.71690 0.02 0.00 0.01 0.1329
H -4.09292 1.50625 1.10678 0.00 0.03 -0.04 0.1256
H -3.33569 -0.08872 1.11301 -0.01 -0.02 0.04 0.0839
H -3.50085 0.81571 -0.41454 0.00 0.00 0.00 0.1053
H -2.79501 3.48937 1.03292 -0.01 0.01 -0.01 0.1234
H -2.48534 2.93619 -0.61534 -0.07 0.02 0.02 0.0822
H -1.13577 3.44447 0.41872 0.00 0.01 0.05 0.0896
C -2.99311 -2.93195 -1.47434 0.32 0.33 -0.11 0.0629
O -1.97855 -1.83762 -1.45430 -0.25 -0.26 0.37 -0.1122
C -1.62737 -1.44052 -0.25060 -0.03 -0.14 0.00 -0.6642
O -1.96803 -1.87070 0.81354 0.06 -0.05 -0.22 0.0585
H -3.20264 -3.07890 -2.52668 -0.04 -0.05 0.02 0.1099
H -3.86436 -2.59070 -0.92536 -0.05 -0.10 0.00 0.1106
H -2.55121 -3.81237 -1.02026 -0.10 -0.05 0.02 0.0971
S -1.42103 3.06561 -3.92371 -0.02 0.11 -0.12 1.1901
C -1.77980 1.43564 -4.26018 0.02 -0.06 0.01 -0.3051
C -1.43628 0.64948 -3.21154 0.09 0.02 -0.04 -0.2041
N -0.89268 1.34322 -2.14476 -0.21 0.13 0.10 -0.1745
C -0.83023 2.63940 -2.41595 0.08 -0.11 0.05 -0.5149
H -2.22411 1.13731 -5.19658 0.00 -0.01 -0.01 0.1025
H -1.53890 -0.42047 -3.16303 -0.05 -0.05 0.04 0.1093
H -0.42433 3.37771 -1.74321 0.01 0.00 0.02 0.0911
```
Positions in Å, forces in eV/Å.

- Charge: +3
- Spin multiplicity: 1
- HOMO energy: -17.309 eV

***

The evaluated relative energy (zero: lowest compared OMol25 entry of this formula, charge and spin) for the records listed, in turn: 82.76; 74.42; 96.76 kJ/mol.
The evaluated HOMO-LUMO gap for the records listed, in turn: 5.785; 7.896; 7.258 eV.